w | {
  "formula": "C6H14O",
  "method": "ωB97M-V/def2-TZVPD",
  "symbols": ["C", "C", "C", "C", "C", "C", "H", "H", "H", "H", "H", "H", "H", "H", "H", "H", "H", "H", "O", "H", "H"],
  "xyz": [[-1.907, -0.795, 0.364], [-0.799, -0.262, -0.130], [0.545, -0.899, -0.019], [-0.967, 1.068, -0.906], [0.377, 1.686, -1.385], [0.631, 3.037, -0.710], [-2.086, -1.735, 0.866], [-2.847, -0.275, 0.281], [1.369, -0.301, 0.375], [0.618, -1.745, 0.673], [0.778, -1.213, -1.031], [-1.484, 1.704, -0.239], [-1.586, 0.821, -1.765], [0.279, 1.792, -2.473], [1.230, 1.024, -1.250], [1.684, 3.283, -0.699], [0.333, 3.014, 0.342], [0.136, 3.862, -1.211], [1.299, -5.080, 3.015], [0.897, -4.472, 3.641], [1.500, -4.516, 2.262]],
  "smiles": "C=C(C)CCC.O",
  "homo_lumo_gap_ev": 9.859,
  "mol_weight_g_mol": 102.2,
  "multiplicity": 1,
  "homo_ev": -9.22
}



x | {
  "formula": "C6H14O",
  "method": "ωB97M-V/def2-TZVPD",
  "symbols": ["C", "C", "C", "C", "C", "C", "H", "H", "H", "H", "H", "H", "H", "H", "H", "H", "H", "H", "O", "H", "H"],
  "xyz": [[1.633, 0.164, -0.587], [0.388, 0.556, -0.342], [0.028, 1.028, 1.054], [-1.221, 0.439, 1.678], [-0.726, 0.560, -1.378], [-0.304, 1.181, -2.718], [2.384, 0.193, 0.195], [1.977, -0.159, -1.559], [-0.068, 2.122, 1.047], [0.903, 0.906, 1.692], [-2.064, 0.456, 0.994], [-1.588, 0.983, 2.550], [-1.110, -0.599, 1.997], [-1.543, 1.142, -0.969], [-1.040, -0.451, -1.624], [-0.345, 2.267, -2.768], [-0.977, 0.862, -3.509], [0.717, 0.919, -2.981], [0.218, -3.105, 1.836], [0.628, -3.957, 2.028], [0.936, -2.518, 1.579]],
  "smiles": "C=C(CC)CC.O",
  "homo_lumo_gap_ev": 10.126,
  "mol_weight_g_mol": 102.2,
  "multiplicity": 1,
  "homo_ev": -9.28
}



y | {
  "formula": "C6H14O",
  "method": "ωB97M-V/def2-TZVPD",
  "symbols": ["C", "C", "C", "C", "C", "C", "O", "H", "H", "H", "H", "H", "H", "H", "H", "H", "H", "H", "H", "H", "H"],
  "xyz": [[-0.723, -1.123, -2.139], [-0.047, -0.204, -1.106], [1.489, -0.301, -1.180], [-0.447, -0.541, 0.347], [-0.745, 0.627, 1.180], [-0.510, 0.500, 2.630], [1.629, 2.658, 0.288], [-0.336, -0.931, -3.148], [-1.808, -0.952, -2.194], [-0.569, -2.186, -1.916], [-0.388, 0.812, -1.349], [1.812, 0.075, -2.150], [1.732, -1.368, -1.100], [2.096, 0.248, -0.438], [0.310, -1.176, 0.824], [-1.384, -1.138, 0.442], [-1.565, 1.244, 0.802], [0.545, 0.276, 2.805], [-1.077, -0.390, 2.962], [-0.828, 1.367, 3.203], [0.815, 2.502, 1.236]],
  "homo_lumo_gap_ev": [11.192, 6.564],
  "mol_weight_g_mol": 102.2,
  "multiplicity": 1,
  "homo_ev": [-11.19, -7.84]
}



z | {
  "formula": "C6H14O",
  "method": "ωB97M-V/def2-TZVPD",
  "symbols": ["C", "C", "C", "C", "C", "C", "O", "H", "H", "H", "H", "H", "H", "H", "H", "H", "H", "H", "H", "H", "H"],
  "xyz": [[-1.675, -0.599, -1.157], [-1.201, -0.335, 0.275], [-2.234, 0.482, 1.052], [0.161, 0.378, 0.294], [1.221, -0.541, -0.284], [2.831, 0.516, -0.085], [1.462, -1.678, 0.351], [-2.661, -1.077, -1.160], [-0.989, -1.261, -1.697], [-1.757, 0.340, -1.721], [-1.060, -1.299, 0.779], [-3.203, -0.029, 1.071], [-2.385, 1.468, 0.593], [-1.917, 0.640, 2.090], [0.434, 0.603, 1.332], [0.105, 1.321, -0.267], [1.246, -0.556, -1.390], [2.921, 0.988, 0.898], [2.510, 1.252, -0.823], [3.789, 0.101, -0.422], [2.402, -0.716, 0.269]],
  "homo_lumo_gap_ev": 10.079,
  "mol_weight_g_mol": 102.2,
  "multiplicity": 1,
  "homo_ev": -9.16
}



x is the most stable structure; the next one sits 0.452 eV above it.